Density functional theory data (the ωB97M-V functional and the def2-TZVPD basis) for a cluster of 9 separate species, C50H123BF10N6O8P in total at a distorted geometry.

```
! RIJCOSX wB97M-V def2-TZVPD def2/J DEFGRID3
* xyz 3 1
C 32.084 -18.914 -24.388
C 32.005 -19.912 -23.230
N 30.716 -20.723 -23.123
C 30.660 -21.700 -24.391
C 30.690 -21.749 -21.972
C 30.856 -21.001 -20.587
C 29.507 -19.739 -23.163
C 28.206 -20.438 -22.822
O 27.898 -21.532 -23.643
C 26.566 -21.973 -23.638
H 33.034 -18.466 -24.679
H 31.421 -18.082 -24.153
H 31.737 -19.328 -25.335
H 31.949 -19.261 -22.357
H 32.764 -20.694 -23.245
H 31.669 -22.087 -24.531
H 30.232 -21.099 -25.194
H 29.983 -22.507 -24.110
H 31.524 -22.431 -22.133
H 29.795 -22.363 -22.074
H 30.074 -20.250 -20.475
H 31.791 -20.453 -20.472
H 30.813 -21.778 -19.825
H 29.453 -19.299 -24.159
H 29.765 -19.026 -22.381
H 27.409 -19.695 -22.855
H 28.274 -20.871 -21.824
H 26.383 -22.770 -24.359
H 25.815 -21.187 -23.717
H 26.328 -22.444 -22.685
C 24.345 -10.798 -21.611
C 23.986 -12.232 -22.051
N 23.933 -12.427 -23.624
C 25.458 -12.506 -24.048
C 23.373 -13.793 -23.920
C 21.874 -14.044 -23.547
C 23.311 -11.181 -24.364
C 22.802 -11.374 -25.797
O 23.826 -11.916 -26.674
C 24.868 -10.979 -27.096
H 23.529 -10.076 -21.619
H 25.194 -10.281 -22.058
H 24.698 -10.883 -20.583
H 23.020 -12.532 -21.644
H 24.737 -12.960 -21.746
H 25.417 -12.804 -25.095
H 25.853 -13.265 -23.372
H 25.958 -11.581 -23.761
H 24.003 -14.572 -23.491
H 23.448 -14.018 -24.984
H 21.859 -14.259 -22.478
H 21.638 -14.980 -24.054
H 21.133 -13.249 -23.629
H 23.915 -10.281 -24.258
H 22.444 -10.905 -23.764
H 22.455 -10.445 -26.249
H 21.925 -12.018 -25.862
H 24.506 -9.953 -27.170
H 25.136 -11.303 -28.101
H 25.754 -11.072 -26.469
C 27.383 -25.914 -17.635
C 28.403 -27.008 -18.077
N 28.334 -28.253 -17.163
C 27.005 -28.982 -17.557
C 29.457 -29.203 -17.675
C 29.478 -30.557 -16.999
C 28.415 -28.042 -15.601
C 29.759 -27.482 -15.083
O 30.243 -26.404 -15.783
C 31.497 -25.847 -15.287
H 26.407 -26.263 -17.973
H 27.634 -24.976 -18.132
H 27.503 -25.707 -16.572
H 29.437 -26.681 -17.971
H 28.342 -27.269 -19.133
H 27.041 -29.295 -18.601
H 26.146 -28.311 -17.536
H 26.825 -29.796 -16.855
H 30.419 -28.748 -17.437
H 29.417 -29.374 -18.751
H 29.311 -30.464 -15.926
H 30.349 -31.200 -17.129
H 28.628 -31.150 -17.337
H 28.177 -28.973 -15.086
H 27.555 -27.434 -15.321
H 30.506 -28.271 -15.179
H 29.636 -27.221 -14.032
H 32.371 -26.251 -15.797
H 31.499 -26.003 -14.208
H 31.592 -24.782 -15.495
C 17.779 -22.462 -22.236
C 17.644 -22.922 -20.838
N 18.143 -24.350 -20.548
C 19.722 -24.391 -20.604
C 17.650 -24.701 -19.081
C 18.072 -23.775 -17.852
C 17.439 -25.376 -21.521
C 17.559 -26.919 -21.216
O 18.821 -27.367 -20.811
C 18.977 -28.816 -20.803
H 17.160 -22.902 -23.018
H 18.831 -22.383 -22.510
H 17.427 -21.436 -22.343
H 16.632 -22.806 -20.448
H 18.189 -22.147 -20.299
H 20.082 -25.347 -20.225
H 20.100 -23.607 -19.947
H 19.980 -24.232 -21.651
H 18.135 -25.628 -18.774
H 16.563 -24.781 -19.109
H 19.102 -23.422 -17.892
H 18.032 -24.308 -16.902
H 17.475 -22.863 -17.860
H 17.812 -25.070 -22.499
H 16.368 -25.180 -21.490
H 17.172 -27.415 -22.106
H 16.912 -27.280 -20.417
H 18.117 -29.319 -20.362
H 19.960 -29.039 -20.388
H 18.862 -29.270 -21.787
C 11.152 -13.456 -20.462
C 12.431 -12.667 -20.009
N 13.385 -13.435 -18.893
C 14.131 -12.421 -18.020
C 12.467 -14.298 -17.947
C 11.430 -13.511 -17.193
C 14.332 -14.310 -19.707
C 15.429 -15.070 -18.932
O 14.886 -15.886 -17.889
C 15.780 -16.079 -16.796
H 10.670 -12.798 -21.184
H 10.430 -13.551 -19.650
H 11.359 -14.424 -20.917
H 12.113 -11.699 -19.621
H 13.179 -12.413 -20.759
H 14.990 -12.131 -18.625
H 14.477 -12.978 -17.149
H 13.480 -11.633 -17.643
H 12.929 -14.995 -17.248
H 11.807 -14.875 -18.594
H 11.867 -13.340 -16.209
H 10.497 -14.070 -17.122
H 11.344 -12.462 -17.477
H 14.813 -13.594 -20.373
H 13.815 -15.006 -20.367
H 16.149 -14.394 -18.472
H 15.999 -15.765 -19.548
H 16.483 -16.883 -17.014
H 15.233 -16.402 -15.910
H 16.325 -15.192 -16.474
C 24.574 -21.857 -11.137
C 24.323 -20.293 -10.963
N 23.829 -19.560 -12.163
C 23.562 -18.074 -11.849
C 24.779 -19.566 -13.391
C 26.243 -19.168 -13.133
C 22.462 -20.137 -12.697
C 21.171 -19.994 -11.871
O 21.313 -20.174 -10.512
C 20.150 -19.838 -9.759
H 25.102 -22.154 -12.043
H 23.598 -22.333 -11.036
H 25.287 -22.269 -10.423
H 25.187 -19.742 -10.590
H 23.545 -20.173 -10.210
H 22.729 -17.919 -11.163
H 23.573 -17.459 -12.749
H 24.472 -17.706 -11.376
H 24.431 -18.853 -14.138
H 24.873 -20.504 -13.939
H 26.401 -18.189 -12.682
H 26.832 -19.192 -14.050
H 26.785 -19.814 -12.442
H 22.731 -21.159 -12.967
H 22.346 -19.687 -13.683
H 20.355 -20.626 -12.220
H 20.787 -18.986 -12.028
H 19.886 -18.781 -9.805
H 20.199 -20.178 -8.725
H 19.339 -20.436 -10.175
P 30.114 -14.060 -18.836
F 28.887 -15.041 -19.267
F 31.180 -15.352 -18.856
F 30.559 -13.877 -20.353
F 31.297 -13.076 -18.254
F 29.249 -12.721 -19.000
F 29.746 -14.354 -17.314
B 23.084 -18.961 -19.100
F 23.437 -20.069 -18.412
F 24.083 -18.037 -19.220
F 22.792 -19.368 -20.312
F 21.958 -18.450 -18.499
C 20.794 -12.532 -15.854
C 19.946 -12.233 -14.599
O 19.108 -11.266 -14.650
O 20.187 -12.957 -13.582
H 20.257 -12.607 -16.799
H 21.348 -13.471 -15.862
H 21.513 -11.728 -16.012
*
```

Frontier orbital gap, hartree: 0.132
HOMO, eV: -8.526
DFT total energy, eV: -116281.080

=====

Density functional theory data (the ωB97M-V functional and the def2-TZVPD basis) for a cluster of 10 separate species, C50H124F12N6O10P2 in total at a distorted geometry.

```
! RIJCOSX wB97M-V def2-TZVPD def2/J DEFGRID3
* xyz 2 1
C 2.303 -15.347 -5.898
O 3.458 -15.428 -5.162
H 2.294 -16.062 -6.721
H 1.427 -15.487 -5.265
H 2.147 -14.410 -6.432
C 3.201 -18.322 -11.563
C 3.800 -18.380 -10.099
N 2.999 -19.297 -9.053
C 1.458 -19.031 -9.285
C 3.260 -20.792 -9.460
C 2.856 -21.878 -8.379
C 3.406 -18.878 -7.573
C 4.886 -18.723 -7.207
O 5.494 -20.044 -7.473
C 6.916 -20.003 -7.414
H 2.975 -19.203 -12.163
H 3.865 -17.740 -12.203
H 2.312 -17.691 -11.562
H 3.711 -17.343 -9.775
H 4.870 -18.534 -9.965
H 1.130 -19.164 -10.316
H 1.147 -18.025 -9.006
H 0.901 -19.772 -8.712
H 4.344 -20.747 -9.353
H 2.934 -21.104 -10.451
H 3.153 -22.851 -8.769
H 1.784 -21.944 -8.195
H 3.437 -21.687 -7.477
H 2.867 -19.497 -6.856
H 3.165 -17.818 -7.659
H 5.039 -18.339 -6.198
H 5.288 -17.938 -7.847
H 7.457 -19.172 -7.866
H 7.268 -20.990 -7.711
H 7.210 -19.920 -6.368
C 6.866 -15.814 -5.092
C 6.798 -14.709 -6.267
N 7.289 -13.267 -5.937
C 8.716 -13.526 -5.316
C 7.312 -12.458 -7.235
C 8.101 -12.825 -8.430
C 6.399 -12.646 -4.820
C 5.273 -11.715 -5.233
O 5.767 -10.504 -5.659
C 4.780 -9.630 -6.132
H 7.857 -15.960 -4.662
H 6.493 -16.801 -5.367
H 6.261 -15.488 -4.245
H 5.772 -14.606 -6.622
H 7.440 -15.073 -7.069
H 9.400 -12.701 -5.519
H 9.248 -14.348 -5.794
H 8.472 -13.871 -4.312
H 7.698 -11.463 -7.012
H 6.311 -12.279 -7.626
H 8.004 -13.890 -8.645
H 9.172 -12.633 -8.353
H 7.925 -12.147 -9.265
H 7.044 -12.035 -4.189
H 6.009 -13.445 -4.190
H 4.854 -11.407 -4.275
H 4.578 -12.341 -5.794
H 4.668 -9.860 -7.191
H 5.245 -8.653 -5.999
H 3.835 -9.663 -5.590
C -1.255 -16.079 -6.853
C -1.679 -17.498 -6.213
N -3.098 -17.526 -5.486
C -3.408 -18.947 -4.963
C -3.215 -16.619 -4.243
C -2.334 -17.032 -3.005
C -4.151 -17.119 -6.590
C -4.010 -18.004 -7.888
O -4.993 -17.586 -8.760
C -5.762 -18.649 -9.503
H -1.183 -15.241 -6.160
H -1.758 -15.782 -7.773
H -0.342 -16.305 -7.404
H -1.053 -17.751 -5.357
H -1.524 -18.347 -6.878
H -4.297 -18.769 -4.357
H -2.567 -19.059 -4.279
H -3.413 -19.682 -5.768
H -4.280 -16.641 -4.011
H -2.930 -15.630 -4.601
H -1.308 -17.327 -3.222
H -2.952 -17.660 -2.363
H -2.341 -16.215 -2.283
H -4.144 -16.048 -6.793
H -5.061 -17.355 -6.039
H -4.081 -19.080 -7.731
H -3.075 -17.811 -8.415
H -5.078 -19.097 -10.223
H -6.485 -18.129 -10.133
H -6.130 -19.334 -8.740
C 0.202 -14.166 -1.961
C 1.621 -13.682 -2.213
N 1.744 -12.154 -2.523
C 0.771 -11.350 -1.701
C 3.191 -11.686 -2.126
C 3.366 -11.440 -0.518
C 1.407 -11.953 -3.985
C 0.908 -10.541 -4.465
O 1.643 -9.431 -3.971
C 1.320 -8.138 -4.407
H -0.310 -13.641 -1.156
H 0.023 -15.223 -1.761
H -0.190 -13.927 -2.950
H 2.090 -14.149 -3.078
H 2.226 -13.896 -1.332
H 0.880 -11.526 -0.630
H -0.285 -11.506 -1.920
H 1.090 -10.325 -1.889
H 3.306 -10.673 -2.510
H 3.900 -12.410 -2.530
H 4.409 -11.216 -0.298
H 3.321 -12.335 0.102
H 2.738 -10.684 -0.046
H 0.631 -12.671 -4.251
H 2.273 -12.271 -4.565
H -0.159 -10.330 -4.408
H 1.085 -10.648 -5.535
H 2.018 -7.421 -3.977
H 0.352 -7.776 -4.061
H 1.404 -8.190 -5.493
C 0.614 -12.777 -8.637
C 0.635 -11.374 -9.136
N 0.601 -11.207 -10.740
C 0.586 -9.654 -10.969
C 1.876 -11.850 -11.402
C 3.257 -11.330 -10.882
C -0.746 -11.832 -11.385
C -2.025 -11.481 -10.640
O -2.459 -10.120 -10.667
C -3.384 -9.886 -11.737
H -0.275 -13.214 -9.091
H 0.435 -12.770 -7.562
H 1.604 -13.206 -8.794
H 1.479 -10.807 -8.744
H -0.265 -10.869 -8.786
H 1.486 -9.349 -10.435
H -0.235 -9.120 -10.490
H 0.581 -9.449 -12.040
H 1.578 -11.792 -12.449
H 1.551 -12.825 -11.039
H 4.047 -11.903 -11.368
H 3.472 -11.382 -9.815
H 3.445 -10.274 -11.074
H -0.477 -12.882 -11.497
H -0.729 -11.320 -12.346
H -1.971 -11.922 -9.645
H -2.860 -12.018 -11.091
H -3.162 -10.377 -12.685
H -3.734 -8.859 -11.835
H -4.318 -10.396 -11.500
C 4.937 -17.347 0.634
C 5.897 -17.981 -0.444
N 5.319 -19.255 -1.294
C 5.459 -20.451 -0.357
C 3.836 -18.977 -1.566
C 3.490 -17.756 -2.455
C 6.256 -19.336 -2.468
C 5.978 -20.390 -3.539
O 5.800 -21.641 -3.021
C 5.657 -22.672 -4.046
H 5.328 -16.671 1.394
H 4.564 -18.204 1.194
H 3.969 -17.018 0.255
H 6.838 -18.276 0.021
H 6.209 -17.197 -1.135
H 5.250 -21.395 -0.860
H 4.811 -20.204 0.485
H 6.491 -20.448 -0.006
H 3.355 -18.844 -0.596
H 3.524 -19.886 -2.080
H 4.003 -17.869 -3.410
H 3.747 -16.768 -2.073
H 2.428 -17.717 -2.699
H 7.251 -19.536 -2.072
H 6.142 -18.407 -3.027
H 6.930 -20.411 -4.069
H 5.197 -20.052 -4.219
H 6.572 -22.634 -4.637
H 4.771 -22.606 -4.676
H 5.694 -23.715 -3.730
O -1.054 -16.895 -10.131
C -0.663 -15.916 -10.910
O -1.546 -15.452 -11.693
O 0.542 -15.582 -11.095
H -1.898 -16.899 -10.589
P 0.704 -20.755 -4.411
F -0.075 -20.036 -5.710
F 0.242 -19.510 -3.463
F -0.708 -21.563 -4.138
F 1.426 -21.563 -3.154
F 1.289 -21.964 -5.400
F 2.120 -20.046 -4.718
P 6.702 -13.842 -0.888
F 5.866 -13.600 0.475
F 5.438 -14.599 -1.553
F 6.201 -12.441 -1.554
F 7.622 -14.181 -2.289
F 7.965 -13.026 -0.179
F 7.231 -15.253 -0.346
*
```

Frontier orbital gap, hartree: 0.238
HOMO, eV: -10.187
DFT total energy, eV: -134449.017